No. 1
C51H52F2N7O2S3SiW | ωB97M-V with the def2-TZVPD basis set

XYZ file:
```
119
Properties=species:S:1:pos:R:3:forces:R:3
W -1.410 0.554 0.297 0.1 1.3 0.8
N -0.314 -1.174 0.230 -0.5 0.4 0.8
S 0.459 -2.200 -0.387 0.7 -0.9 -0.6
N 1.942 -1.873 -1.028 0.0 -0.3 0.2
S 2.768 -0.620 -0.661 0.0 -0.1 -0.1
N 2.580 0.653 -1.497 0.0 0.3 0.1
S 1.286 1.651 -1.581 1.0 0.3 -0.4
N 0.036 1.430 -0.922 -0.6 -0.3 -0.2
C 1.209 1.813 -3.356 0.0 -0.1 0.0
C 1.586 0.768 -4.186 0.0 0.1 -0.1
C 1.370 0.883 -5.552 0.0 0.0 0.0
C 0.795 2.034 -6.071 0.0 0.0 0.0
C 0.438 3.080 -5.230 0.0 0.0 0.0
C 0.644 2.975 -3.863 -0.1 0.0 -0.1
C 2.029 3.191 -1.095 0.0 0.0 -0.1
C 3.249 3.606 -1.616 0.0 0.1 0.0
C 3.769 4.817 -1.194 0.0 -0.1 0.0
C 3.071 5.586 -0.267 0.0 0.1 0.0
C 1.857 5.153 0.242 -0.1 0.0 0.0
C 1.318 3.940 -0.176 0.1 0.1 0.0
C 4.426 -1.075 -1.066 -0.1 -0.1 0.1
C 5.374 -0.067 -1.134 0.1 0.0 0.0
C 6.695 -0.421 -1.359 -0.1 0.1 0.0
C 7.040 -1.758 -1.506 0.1 0.0 0.0
C 6.075 -2.750 -1.434 -0.1 0.0 0.0
C 4.746 -2.412 -1.205 0.1 -0.1 -0.1
C 2.846 -0.307 1.077 0.2 0.0 0.0
C 2.722 0.981 1.556 -0.2 0.0 0.0
C 2.884 1.200 2.916 0.0 0.0 0.0
C 3.188 0.145 3.758 0.0 0.0 0.1
C 3.350 -1.141 3.253 0.0 -0.1 -0.1
C 3.188 -1.376 1.900 -0.1 0.0 0.1
C -0.239 -2.998 -1.816 -0.1 0.1 -0.1
C -1.048 -4.115 -1.662 -0.1 0.1 -0.1
C -1.733 -4.602 -2.768 0.0 0.0 0.1
C -1.617 -3.965 -3.995 0.0 0.0 0.0
C -0.826 -2.831 -4.127 0.0 0.0 0.0
C -0.135 -2.338 -3.033 0.0 -0.1 0.0
C 0.766 -3.549 0.726 0.2 0.1 0.0
C 1.469 -4.675 0.322 0.1 -0.1 0.1
C 1.720 -5.672 1.253 0.0 0.1 -0.1
C 1.268 -5.524 2.561 0.0 0.0 0.1
C 0.567 -4.391 2.945 0.0 0.1 0.0
C 0.312 -3.385 2.021 0.0 -0.1 0.0
H 2.064 -0.110 -3.772 0.0 0.0 0.0
H 1.669 0.079 -6.212 0.0 0.0 0.0
H 0.632 2.121 -7.137 0.0 0.0 0.0
H 0.003 3.983 -5.639 0.0 0.0 0.0
H 0.373 3.790 -3.201 0.0 0.0 0.0
H 3.775 2.992 -2.338 0.0 0.0 0.0
H 4.715 5.166 -1.586 0.0 0.0 0.0
H 3.481 6.533 0.059 0.0 0.0 0.0
H 1.324 5.756 0.964 0.0 0.0 0.0
H 0.378 3.563 0.211 0.0 0.0 0.0
H 5.082 0.969 -1.021 0.0 0.0 0.0
H 7.453 0.348 -1.420 0.0 0.0 0.0
H 8.074 -2.028 -1.678 0.0 0.0 0.0
H 6.350 -3.788 -1.557 0.0 0.0 0.0
H 3.971 -3.163 -1.154 0.0 0.0 0.0
H 2.471 1.802 0.904 0.0 0.0 0.0
H 2.753 2.197 3.314 0.0 0.0 0.0
H 3.305 0.322 4.819 0.0 0.0 0.0
H 3.607 -1.960 3.911 0.0 0.0 0.0
H 3.333 -2.368 1.494 0.0 -0.1 0.0
H -1.154 -4.597 -0.699 0.0 0.0 0.0
H -2.357 -5.480 -2.666 0.0 0.0 0.0
H -2.155 -4.350 -4.852 0.0 0.0 0.0
H -0.751 -2.325 -5.081 0.0 0.0 0.0
H 0.468 -1.444 -3.115 0.0 -0.1 0.0
H 1.810 -4.776 -0.702 0.0 0.0 0.0
H 2.260 -6.562 0.960 0.0 0.0 0.0
H 1.462 -6.307 3.284 0.0 0.0 0.0
H 0.215 -4.284 3.963 0.0 0.0 0.0
H -0.225 -2.481 2.284 0.0 0.0 0.0
C -3.006 -2.545 1.427 0.1 0.0 -0.3
Si -3.120 -1.154 2.691 0.0 0.0 0.0
C -4.956 -1.074 3.036 -0.2 0.1 0.2
C -2.184 -1.768 4.211 0.1 -0.1 0.1
N -2.498 0.402 2.177 0.2 0.1 -0.2
C -2.414 1.404 3.147 0.0 -0.1 0.0
C -2.898 1.252 4.464 0.0 0.1 0.0
C -2.835 2.250 5.428 0.0 -0.1 0.0
C -2.287 3.485 5.138 0.0 0.1 -0.1
C -1.821 3.699 3.847 0.0 0.0 0.1
C -1.900 2.694 2.913 0.0 -0.2 0.0
F -1.489 3.019 1.654 0.0 0.2 0.1
H -2.759 -3.470 1.957 -0.1 0.0 0.0
H -2.269 -2.400 0.638 -0.1 -0.1 0.1
H -3.983 -2.681 0.956 0.0 0.0 0.0
H -5.336 -2.078 3.252 0.0 0.0 0.0
H -5.473 -0.706 2.145 0.0 0.0 0.0
H -5.231 -0.430 3.873 0.0 0.0 -0.1
H -1.964 -2.835 4.116 0.0 0.0 0.0
H -2.747 -1.638 5.137 0.0 0.0 0.0
H -1.241 -1.225 4.326 0.0 0.0 0.0
H -3.347 0.315 4.748 0.0 0.0 0.0
H -3.227 2.050 6.417 0.0 0.0 0.0
H -2.234 4.267 5.883 0.0 0.0 0.0
H -1.398 4.649 3.545 0.0 0.0 0.0
C -4.610 2.698 1.101 -0.1 0.0 0.0
C -3.927 2.900 -0.202 0.0 0.1 0.1
N -2.756 2.428 -0.576 0.3 -0.4 0.2
C -2.552 2.851 -1.875 0.1 0.1 0.0
C -3.602 3.604 -2.283 0.0 0.0 0.1
N -4.465 3.627 -1.209 0.0 0.0 -0.1
H -4.388 1.699 1.472 0.0 0.0 0.0
H -5.690 2.809 0.993 0.0 0.0 0.0
H -4.261 3.418 1.842 0.0 0.0 0.0
H -1.667 2.567 -2.419 0.0 0.0 0.0
H -3.813 4.107 -3.209 0.0 0.0 0.0
H -5.358 4.089 -1.170 0.0 0.0 0.0
F -0.015 0.970 1.643 0.2 0.3 -0.1
C -4.209 -1.166 -2.644 0.1 0.0 0.0
O -2.885 -0.583 -2.491 -0.4 -0.3 -0.4
C -2.525 -0.186 -1.319 1.3 0.5 -0.2
O -3.215 -0.234 -0.294 -2.2 -1.0 0.1
H -4.088 -2.003 -3.325 0.0 0.0 0.0
H -4.862 -0.415 -3.081 0.0 0.0 0.0
H -4.598 -1.499 -1.686 0.0 0.0 0.0
```
Forces are in eV/Å.

## Properties
- spin multiplicity = 3
- orbital gap (alpha / beta) (hartree) = 0.2223 / 0.2443
- HOMO (alpha / beta) (eV) = -8.2 / -8.8
- net charge = +1

No. 2
C4H4N6 | ωB97M-V with the def2-TZVPD basis set

XYZ file:
```
14
Properties=species:S:1:pos:R:3:forces:R:3
C 0.157 -2.435 -2.167 -0.4 1.3 0.3
N -1.083 -2.411 -2.203 0.0 0.1 0.5
C -0.371 -1.077 -1.923 0.7 0.1 -1.5
N -0.300 -0.588 -0.624 0.2 1.8 2.2
N -0.074 0.651 -0.452 -0.7 -2.5 -2.4
N 0.031 1.004 0.839 0.1 0.1 1.4
C 0.117 0.256 1.992 0.0 -0.4 -0.3
N 0.275 1.033 3.009 -0.1 -0.9 0.5
N 0.278 2.314 2.569 0.1 1.1 -0.1
C 0.142 2.300 1.287 0.0 -0.1 -0.4
H 1.037 -3.032 -2.230 0.2 -0.5 -0.2
H -0.376 -0.353 -2.741 -0.1 -0.1 0.2
H 0.066 -0.814 2.003 0.0 -0.1 0.0
H 0.101 3.151 0.640 0.0 0.1 -0.2
```
Forces are in eV/Å.

## Properties
- orbital gap (hartree) = 0.3443
- SMILES = C1=N[C@H]1/N=N/n1cnnc1
- HOMO (eV) = -10.0

What did we get for energy relative to the best compared isomer or geometry (same formula, charge and spin)? Answer: 0.1474, 2.6523 eV, in the order shown.
What did we get for electronic energy? Answer: -4258.9334, -483.2021 Ha, in the order shown.